No. 1
Computed, not measured: a molecular structure, C9H2N2O8PtS, with wB97M-V/def2-TZVPD.

## Properties
- Multiplicity: 2
- ΔE to the lowest compared entry with this formula, charge and spin: 0.000 eV
- DFT total energy: -42792.5729 eV
- Expectation value of S²: 0.784
- Gap between HOMO and LUMO (alpha / beta): 0.320 / 0.227 Ha
- Charge: +1

```
23
Properties=species:S:1:pos:R:3:forces:R:3:nbo_charge:R:1
Pt 1.40925 2.53827 -0.91494 -0.4 -0.5 -0.3 0.8357
S 2.90586 2.24942 -3.95448 0.1 0.0 0.0 0.5564
O -2.43644 -3.73162 1.64445 0.0 0.0 0.0 -0.3216
O 0.66331 2.54607 0.92953 -0.1 0.0 -0.1 -0.7669
O 0.86351 1.46274 2.85640 -0.2 0.0 0.0 -0.5010
O 1.24059 5.53689 -0.88367 0.0 0.0 -0.1 -0.3126
O -2.28098 -2.31514 3.27475 0.0 0.0 0.0 -0.3096
O -0.90167 -1.32274 -3.01397 0.0 0.0 0.0 -0.3093
O 1.02331 -2.15199 -2.45377 0.0 0.0 0.0 -0.3102
O 0.97037 0.54907 -1.09265 0.2 0.0 0.1 -0.5947
N -0.04647 -1.64171 -2.22419 0.0 0.0 0.0 0.5136
N -2.06704 -2.69755 2.15029 0.0 0.0 0.0 0.5071
C -0.72771 -0.63638 1.85476 0.0 0.0 0.0 -0.1503
C 0.56869 1.47506 1.69477 0.3 0.2 0.2 0.7471
C 0.01206 0.21486 1.07913 0.0 0.0 -0.1 -0.1379
C 1.36730 4.42611 -0.92057 0.3 0.3 0.4 0.6475
C -0.32538 -1.34560 -0.81385 0.1 -0.1 0.1 0.0692
C 0.26632 -0.13482 -0.29334 -0.1 0.1 -0.1 0.5130
C 2.25974 2.44504 -2.62199 -0.2 0.1 -0.1 -0.2692
C -1.25691 -1.79768 1.28754 0.0 0.0 0.0 0.1858
C -1.07829 -2.17309 -0.05181 0.0 0.0 0.0 -0.1942
H -0.90337 -0.41374 2.89861 0.0 0.0 0.0 0.3034
H -1.52605 -3.08150 -0.43102 0.0 0.0 0.0 0.2985
```
Positions in Å, forces in eV/Å.

***

No. 2
Computed, not measured: a molecular structure, C9H30AgN2O6V in a non-equilibrium geometry, with wB97M-V/def2-TZVPD.

## Properties
- Multiplicity: 5
- DFT total energy: -54750.4506 eV
- Expectation value of S²: 6.010
- Gap between HOMO and LUMO (alpha / beta): 0.282 / 0.086 Ha
- Charge: +2

```
49
Properties=species:S:1:pos:R:3:forces:R:3:nbo_charge:R:1
Ag -3.26761 -2.48462 1.86336 -0.2 -0.3 0.2 0.9524
V -3.14101 0.92408 2.10104 -0.2 -3.3 -0.6 1.6291
O -2.39662 2.19566 0.55227 -1.9 0.0 1.1 -1.0111
O -2.41780 -0.73887 0.82119 0.7 1.5 0.2 -1.2932
O -4.10233 -0.80161 3.12074 1.0 1.9 -0.1 -1.3037
O 0.06943 2.32099 -0.25646 0.0 -0.7 -0.7 -0.5835
O -3.28949 -1.33579 -1.75134 -1.4 0.4 0.3 -0.7215
O 2.37321 -2.58769 -1.66518 -0.6 -0.8 -0.4 -0.0505
N 0.33743 -3.92767 1.17360 0.5 -0.2 -0.1 -0.7801
N 1.31527 4.65522 2.26471 -0.2 -0.6 0.2 -0.8160
C 0.99790 2.89958 0.66371 -0.7 0.6 -0.3 -0.0698
C 0.32011 4.03234 1.39868 -0.4 0.9 -0.1 -0.0723
C -0.25398 5.08785 0.44225 -0.1 -0.1 -0.7 -0.6325
C 1.72782 -1.97483 1.04209 1.3 1.0 0.9 -0.6483
C 0.62294 1.10179 -0.79822 -1.1 1.0 0.4 -0.2657
C 1.76088 -3.54689 -0.80807 -0.8 0.3 -0.7 -0.1367
C -2.33299 -1.41770 -2.72102 1.4 -0.8 -0.9 -0.2341
C 2.89858 -3.06370 -2.90953 1.0 -0.5 0.0 -0.3171
C 0.88151 -2.92776 0.26632 1.0 0.3 0.1 -0.0931
H -0.50038 3.70574 2.03760 0.0 -0.5 0.1 0.1716
H 0.86222 5.43714 2.71576 0.3 0.2 0.2 0.3711
H 1.55476 1.33187 -1.31483 0.3 -0.4 0.4 0.2058
H -0.07583 0.70307 -1.53364 -0.1 0.1 0.0 0.1951
H -1.57319 -0.69934 0.33169 -0.5 0.1 0.7 0.4568
H 0.63385 0.46463 0.08609 0.9 -0.7 -0.4 0.1675
H 0.83855 -4.79105 1.02013 -0.4 -0.7 -0.2 0.3583
H -0.63688 5.93968 1.00427 0.3 0.1 0.0 0.2260
H 3.53539 -2.36385 -3.45063 -0.4 0.6 0.6 0.2658
H -1.75685 -0.50876 -2.89420 -0.1 0.4 -0.1 0.1405
H 1.77079 3.36944 0.05545 0.5 -0.3 0.1 0.1866
H 2.35331 -1.34098 0.41352 -0.6 0.6 -0.1 0.2295
H 1.38026 2.12972 1.33394 0.2 0.1 0.1 0.1856
H 0.07791 -2.35550 -0.19722 -0.1 -0.2 -0.4 0.2055
H 2.54473 -4.24638 -0.51757 0.9 0.2 0.9 0.3013
H -2.71353 -1.76019 -3.68331 -0.4 0.2 0.1 0.2039
H 0.75364 -3.67512 2.05853 -0.5 0.0 0.6 0.3723
H -1.54669 2.13577 0.11608 1.9 0.0 -0.3 0.5277
H 2.07499 5.01044 1.70192 0.1 0.2 0.0 0.3589
H 3.52894 -3.91801 -2.66276 0.1 -0.4 0.1 0.2567
H -1.05574 4.82791 -0.24892 -0.3 -0.6 0.3 0.2078
H 0.53095 5.37261 -0.25839 0.3 0.5 0.2 0.2122
H 2.13595 -3.45156 -3.58485 -0.6 0.1 0.2 0.2787
H -2.86813 -1.01094 -0.95226 -0.4 0.1 0.5 0.4788
H -1.62005 -2.18546 -2.42040 0.6 -0.3 -0.1 0.1174
H 2.51075 -2.43793 1.64265 -0.1 -0.8 0.0 0.2333
H -4.23517 -0.86877 4.08634 -0.1 0.1 -0.8 0.4904
H 1.14933 -1.43001 1.78815 -0.1 0.4 -0.4 0.2388
H -2.98816 2.53361 -0.12012 -0.5 0.3 -0.2 0.5209
H 1.23122 -4.32805 -1.35337 -0.5 0.0 -1.0 0.2833
```
Positions in Å, forces in eV/Å.

***

No. 3
Computed, not measured: a molecular structure, C9H31N8O10Sr in a non-equilibrium geometry, with wB97M-V/def2-TZVPD.

## Properties
- DFT total energy: -43052.7828 eV
- Gap between HOMO and LUMO: 0.081 Ha
- Charge: +1

```
59
Properties=species:S:1:pos:R:3:forces:R:3:nbo_charge:R:1
Sr 1.99795 0.83817 -4.72893 -1.3 -0.3 0.9 1.7891
O 2.37531 5.91796 0.60716 0.2 0.2 0.0 -0.9340
O 5.27687 -3.20202 7.83625 0.5 -1.8 -1.3 -0.6772
O -0.13125 -1.68724 -2.83287 1.1 1.3 -1.2 -0.5851
O 0.39841 0.44551 1.92346 0.1 0.2 1.2 -0.5027
O -8.36507 2.46375 2.97186 1.7 -0.1 -0.6 -0.6843
O -1.78009 2.28376 -4.48289 0.4 -0.8 -0.9 -0.5822
O 5.99822 0.15735 -0.98386 -0.1 -0.7 -1.5 -0.7254
O 0.37832 1.53906 0.15773 1.1 0.7 -3.5 -0.5475
O -0.48555 2.45006 1.85885 0.4 0.1 0.7 -0.4975
O -2.84211 -2.00160 6.17305 -0.2 -0.2 0.0 -0.9364
N 4.27324 -3.46306 5.89940 -1.7 1.9 -3.4 -0.8230
N 0.13303 1.51179 1.34474 -1.5 -1.0 1.1 0.7142
N 5.08314 -5.27792 6.81620 1.2 -2.2 0.8 -0.8391
N 6.39449 -0.28030 1.11082 -0.6 -0.8 3.1 -0.8056
N -1.78701 -0.61113 -5.09570 0.7 0.4 1.0 -0.6678
N 8.06526 -0.52483 -0.31019 1.9 -1.0 -1.0 -0.8223
N -6.83719 3.23424 1.45618 0.3 1.2 -2.5 -0.8485
N -6.15692 2.22598 3.28070 1.5 -1.5 2.6 -0.8287
C 4.98628 -3.94972 6.87003 -0.2 1.6 4.2 0.7484
C -2.33188 -1.06801 -3.84154 0.4 -0.5 2.1 -0.2549
C -2.74953 0.25180 -5.78871 1.6 1.6 0.6 -0.2336
C -7.17991 2.60425 2.59729 -4.2 1.7 -1.8 0.7527
C 0.70877 -2.64214 -2.23722 0.8 -0.8 -0.6 -0.2538
C -2.07079 3.40201 -3.65404 0.3 0.1 -0.1 -0.2475
C -2.94533 1.65660 -5.01040 -0.6 -1.1 -0.3 -0.0702
C 6.76702 -0.28895 -0.13565 -0.9 2.3 -1.4 0.7538
C -1.42789 -2.14135 -3.10320 -1.9 1.7 0.0 -0.0742
H -2.10698 -2.21691 5.59907 0.2 -0.1 -0.2 0.4666
H -1.11634 3.71822 -3.23318 -0.1 -0.3 0.5 0.1877
H 1.84324 5.23563 1.01650 -0.2 -0.2 0.2 0.4798
H 5.34779 -5.76145 7.66252 0.2 0.1 -0.3 0.4130
H -7.49210 3.57960 0.76920 -0.3 -0.3 0.7 0.4016
H 3.92341 -2.53082 6.06864 0.1 -0.2 -0.3 0.4150
H -3.34264 -1.43400 -4.02186 -0.1 -1.0 0.0 0.1868
H 3.80534 -4.06677 5.23857 0.0 0.4 0.2 0.3765
H 2.28620 5.76024 -0.33274 0.0 0.0 -0.2 0.4541
H -3.71132 -0.24386 -5.92054 -0.2 0.3 0.0 0.2020
H -6.59577 1.71988 4.03658 1.5 -0.4 0.7 0.4246
H 0.38477 -3.63174 -2.55941 -0.2 -0.3 0.7 0.1871
H 8.62519 -0.85057 0.46471 0.0 0.0 -0.4 0.3895
H 5.42496 -0.06780 1.29779 0.4 -0.1 0.3 0.4222
H -5.20633 2.22358 2.93938 -0.3 -0.4 0.5 0.4070
H -5.89062 3.51208 1.23961 -0.1 -0.3 0.4 0.3755
H -2.65741 -1.11273 6.47640 0.0 0.2 0.1 0.4698
H -2.57155 -0.33826 -3.06814 0.7 0.9 -0.4 0.2112
H 0.90546 -2.52468 -1.17157 -0.8 0.0 0.1 0.2178
H -2.80659 3.10903 -2.90513 0.2 0.2 0.2 0.1923
H -2.40196 4.29432 -4.18527 -0.5 -0.2 -0.4 0.1807
H 8.38304 -0.73989 -1.24447 0.0 0.1 0.3 0.4033
H 1.69950 -2.58913 -2.68860 0.3 0.4 -0.2 0.1502
H -1.59255 -1.51771 -5.49619 -0.1 0.3 -1.4 0.3668
H -1.85953 -2.14973 -2.10234 -0.7 -1.2 -0.2 0.2087
H -2.29916 0.51033 -6.74707 -0.3 -0.2 -0.2 0.1954
H -1.47132 -3.04595 -3.70976 0.3 -0.5 0.4 0.1682
H 4.83178 -5.82356 6.00430 0.1 0.2 0.4 0.3865
H -3.65418 1.51647 -4.19432 0.0 -0.2 0.2 0.1742
H -3.45701 2.31368 -5.71362 0.1 0.2 -0.2 0.1840
H 7.02688 -0.69153 1.78243 -0.8 0.2 0.4 0.3854
```
Positions in Å, forces in eV/Å.

***

No. 4
Computed, not measured: a molecular structure, C9H32Cs2N10O11S in a non-equilibrium geometry, with wB97M-V/def2-TZVPD.

## Properties
- ΔE to the lowest compared entry with this formula, charge and spin: 0.000 eV
- DFT total energy: -59212.4087 eV
- Gap between HOMO and LUMO: 0.289 Ha
- Charge: 0

```
65
Properties=species:S:1:pos:R:3:forces:R:3:lowdin_charge:R:1
Cs -0.40455 -2.40791 -3.11409 0.4 0.0 -0.1 1.1213
Cs -4.36950 0.71628 -1.95403 0.2 0.1 0.2 1.0513
S -0.70962 0.14928 -0.74577 -0.8 3.7 0.5 0.2453
O 1.94331 1.40151 -2.54864 -0.2 0.4 -0.3 -0.0886
O -5.20661 0.96550 2.24328 -1.8 1.0 0.9 0.0469
O 2.97235 1.91747 2.99882 -0.4 0.0 -0.6 0.0086
O -2.37887 -2.82426 -0.48902 -0.7 -0.2 -0.6 -0.1697
O -2.59142 5.71546 -0.60777 1.1 -1.1 -0.6 0.0082
O -0.51537 1.58541 -0.41800 0.2 -1.4 0.8 -0.3540
O -1.48243 0.12219 -1.96649 -0.9 -1.1 -1.6 -0.5749
O 0.57310 -0.51191 -0.85658 -0.3 -0.7 -0.6 -0.4551
O 2.75649 -1.84544 -3.15659 -1.2 -0.7 -1.0 -0.0350
O -1.48454 -0.52081 0.33229 0.3 -0.1 -0.3 -0.4309
O 1.01649 -3.30174 3.23620 0.4 -1.7 2.1 0.0616
N -0.77127 4.33565 -0.12284 1.9 1.9 0.0 0.1613
N 4.59944 -2.21132 -1.90123 3.9 -1.9 -1.0 0.1683
N -2.65228 3.45843 -0.51534 -2.5 -2.2 -1.1 0.1287
N -4.07988 -0.61989 1.21317 -1.0 -3.7 -2.4 0.1448
N 2.93072 -1.33802 -0.97160 -2.0 0.6 1.8 0.1634
N 1.24386 2.70443 1.81214 -3.2 4.1 -0.8 0.1818
N 1.12013 -2.39709 1.24228 2.5 0.0 -4.8 0.1593
N -0.46079 -1.72984 2.52526 -1.6 0.0 1.9 0.1805
N -3.00114 1.06749 1.88251 3.9 3.4 1.1 0.1929
N 1.86340 0.70038 1.40626 0.4 -1.3 -0.4 0.1695
C 0.57042 -2.57050 2.40536 -0.5 1.0 0.8 -0.7890
C 3.20652 3.37654 -2.30525 0.0 0.5 -0.6 -0.0753
C -2.61045 -5.17802 -0.14661 0.9 1.4 1.7 -0.0541
C -1.97160 -3.84978 0.39607 0.0 -1.4 -1.4 -0.3019
C 2.08683 1.81186 2.14242 3.9 -3.0 2.2 -0.7422
C -2.03053 4.61102 -0.51189 -0.6 2.9 1.4 -0.7064
C 3.16015 1.89955 -1.99258 -0.4 -0.5 0.4 -0.3054
C 3.35673 -1.85186 -2.09890 0.6 1.1 -0.1 -0.7605
C -4.16861 0.52245 1.82311 -1.6 0.6 0.9 -0.8411
H 0.71264 -1.77985 0.55448 0.2 -0.1 0.2 0.0467
H 1.72286 0.57529 -2.11233 0.1 0.0 0.0 0.0141
H -2.11910 -5.93686 0.46235 -0.3 -0.5 -0.2 0.0743
H -2.39989 -5.34075 -1.20363 -0.2 0.1 0.1 0.0658
H 3.50370 -1.38225 -0.14104 -0.6 0.2 -0.2 0.1163
H 4.11040 3.95800 -2.12356 0.3 -0.5 0.6 0.0727
H 2.41560 -0.13380 1.54529 -0.4 0.3 0.0 0.0979
H -2.02421 2.71208 -0.25343 -1.2 -0.9 -0.1 0.0434
H -2.21578 0.64249 1.41061 0.0 0.1 0.4 0.0545
H 3.94160 1.21962 -2.33189 0.6 0.6 -0.3 0.1052
H 1.94288 -1.12766 -0.96696 0.6 0.2 0.8 0.0051
H -2.81009 1.80461 2.54603 -0.3 0.0 -0.3 0.1382
H 1.99538 -2.82094 0.96957 -0.4 -0.2 0.4 0.1122
H 1.11304 0.76785 0.73357 0.7 -0.6 0.1 0.0386
H 1.27590 3.61058 2.25707 -0.3 -0.3 -0.2 0.1342
H -3.66169 3.48064 -0.54183 0.4 -0.3 0.4 0.0924
H -0.96422 -1.84865 3.39275 -0.2 0.4 -0.3 0.1228
H -0.78479 -1.19599 1.73146 -0.2 0.0 0.6 0.0395
H 3.03066 3.58252 -3.36106 -0.3 -0.3 -0.1 0.0727
H 5.19497 -2.46629 -2.67611 -0.1 0.0 0.2 0.1231
H -3.19047 -0.82105 0.77891 -0.6 -0.8 0.0 0.0427
H 5.02016 -2.00124 -1.00738 0.2 -0.2 -0.6 0.1139
H 3.11962 1.78482 -0.90940 0.1 0.0 0.2 0.0957
H -0.09395 5.07629 -0.23594 0.1 -0.4 0.2 0.1175
H -0.88564 -3.92601 0.34154 0.2 -0.1 0.2 0.0958
H -1.99398 -1.98888 -0.21407 0.3 0.4 0.4 -0.0250
H 2.39315 3.83414 -1.74210 0.0 0.1 -0.1 0.0681
H -3.66621 -5.11305 0.11654 -0.1 -0.4 -0.5 0.0731
H -0.50656 3.36788 -0.00685 0.5 0.7 -0.5 0.0349
H -4.95137 -1.11641 1.09456 0.5 -0.3 -0.2 0.1249
H -2.23793 -3.68207 1.43964 -0.2 0.1 -0.1 0.1157
H 0.50286 2.36269 1.21697 -0.2 1.0 0.2 0.0638
```
Positions in Å, forces in eV/Å.

***

The lowest DFT total energy belongs to which entry?
C9H32Cs2N10O11S